Record 1
Below is a 10-piece molecular cluster, C14H42N2O16 overall, with properties calculated with the ωB97M-V functional and the def2-TZVPD basis.

```
74
Properties=species:S:1:pos:R:3:forces:R:3:mulliken_charge:R:1
C -5.071543 4.453636 0.922910 -0.1 -0.5 0.0 -0.709
N -3.992172 3.605273 0.298091 1.9 -0.4 -0.6 0.854
O -4.172026 3.210035 -0.867239 -0.1 0.7 1.9 -0.546
O -2.943803 3.403842 0.936980 -2.3 0.4 -1.0 -0.445
H -5.058292 4.318740 2.004455 0.2 -0.1 -0.2 0.287
H -6.007989 4.109691 0.483736 0.1 0.2 0.1 0.294
H -4.887377 5.502358 0.689764 0.2 -0.2 -0.2 0.258
C 2.001048 -4.175923 -0.316416 0.4 0.2 0.2 -0.309
N 3.085069 -5.185606 -0.622790 -1.7 -0.8 -0.2 0.959
O 2.793724 -6.359850 -0.420245 0.1 0.5 0.3 -0.571
O 4.100175 -4.834978 -1.149594 0.9 0.8 -0.1 -0.575
H 2.433606 -3.337776 0.229941 0.2 -0.3 0.4 0.090
H 1.226422 -4.707836 0.235961 0.1 0.2 -0.1 0.154
H 1.649952 -3.706776 -1.235509 -0.1 -0.5 -0.2 0.209
C -1.152894 -2.276179 2.961870 1.6 0.5 -0.5 -0.679
O -0.834146 -3.581387 2.478454 -1.0 -2.6 1.1 -0.008
C -1.229175 -4.637873 3.284845 -0.8 0.8 0.0 0.712
O -1.705210 -4.522030 4.398185 0.8 -0.1 -1.2 -0.588
O -1.114455 -5.794195 2.602974 0.5 1.0 0.0 -0.282
C -1.412757 -6.987031 3.327795 -0.3 -0.3 0.4 -0.715
H -1.319250 -1.719508 2.039627 -0.7 0.2 0.3 0.205
H -0.186138 -1.904736 3.301738 -0.2 0.3 0.5 0.077
H -1.882935 -2.192560 3.766935 -0.1 -0.3 -0.5 0.400
H -2.258504 -6.823002 3.995542 0.0 0.0 -0.1 0.336
H -0.561837 -7.320232 3.921948 0.1 0.2 0.0 0.289
H -1.653381 -7.773893 2.612911 0.1 0.3 -0.1 0.234
C 1.550722 -0.134449 1.116960 2.6 -0.4 0.9 -0.514
O 0.522201 0.601989 0.563341 -1.3 -0.6 0.3 -0.193
C 0.614700 1.564409 -0.327362 -0.3 1.6 -1.8 0.706
O 1.565413 2.170337 -0.771189 0.3 -0.9 0.8 -0.630
O -0.637955 1.831157 -0.722934 -0.6 -0.4 0.1 -0.253
C -0.934597 2.681081 -1.864330 0.6 -0.4 0.9 -0.449
H 1.274113 -1.047446 1.644235 -1.1 0.1 -0.4 -0.098
H 2.092474 0.398947 1.898049 -0.1 0.6 0.0 0.460
H 2.327068 -0.472643 0.430650 -0.2 0.3 -0.6 0.372
H -0.774014 2.122055 -2.786180 0.0 0.0 0.0 0.248
H -0.300960 3.567548 -1.836437 -0.1 -0.1 -0.1 0.211
H -1.988964 2.928834 -1.741748 0.2 0.0 -0.1 0.155
C -1.709303 4.352524 -4.819904 2.4 0.4 -0.1 -0.483
O -1.330162 3.076347 -5.298375 -1.0 -1.2 -0.4 -0.495
H -1.051492 4.515230 -3.966130 -0.8 0.4 0.8 0.066
H -1.293968 5.073720 -5.523804 -0.8 0.5 -0.3 0.345
H -2.773935 4.490295 -4.631031 0.3 -0.4 -0.1 0.286
H -0.378385 3.039039 -5.418104 0.0 0.3 0.1 0.278
C -0.271297 6.498670 -1.376250 0.9 -0.1 0.5 -0.403
O -1.541522 6.529845 -0.799395 -1.0 0.3 0.1 -0.465
H 0.374182 7.284282 -0.983462 0.1 0.3 0.1 0.326
H 0.164582 5.566709 -1.016277 0.2 -0.1 -0.6 0.067
H -0.286824 6.607156 -2.460720 0.0 -0.4 -0.1 0.216
H -1.969496 7.334320 -1.101491 -0.2 0.0 0.1 0.272
C -0.853536 -2.307612 -1.180582 -0.1 0.3 0.7 -0.315
O 0.115151 -2.249954 -2.171928 1.5 -0.4 0.3 -0.548
H -1.220907 -3.323487 -1.035141 -0.4 -0.1 -0.2 0.398
H -0.399349 -2.035359 -0.227853 0.3 0.0 0.1 -0.232
H -1.643695 -1.564050 -1.284756 -0.3 -0.2 -0.4 0.338
H -0.165231 -1.927416 -3.031549 -0.8 0.0 0.0 0.410
C 4.632008 2.602543 3.275266 1.7 -0.1 -0.2 -0.619
O 3.960262 1.453799 3.718739 -0.7 -0.4 0.6 -0.462
H 4.801800 3.325051 4.073552 -1.1 0.2 0.1 0.263
H 5.684344 2.376374 3.103414 0.2 -0.3 -0.6 0.279
H 4.209417 3.001235 2.353006 -0.1 0.3 0.2 0.248
H 4.362411 0.654963 3.369850 0.2 0.3 -0.2 0.280
C -0.004582 -0.557568 -5.245832 -0.3 0.5 -1.1 -0.402
O -0.867948 -1.300805 -4.394613 0.3 0.0 -0.5 -0.530
H 1.050526 -0.813513 -5.149106 -0.2 0.0 0.8 0.283
H -0.193935 -0.754210 -6.301092 -0.3 -0.3 -0.1 0.348
H -0.217549 0.505874 -5.137040 0.4 0.1 0.3 0.007
H -1.712175 -1.392001 -4.842450 0.0 -0.1 0.2 0.261
C 2.324769 -3.089003 3.788975 -1.1 -0.2 1.3 -0.462
O 3.132128 -2.520383 2.850732 1.9 0.7 -2.0 -0.453
H 1.746456 -3.902254 3.350469 0.0 0.1 0.0 -0.016
H 2.905352 -3.473968 4.627331 -0.2 -0.1 0.3 0.376
H 1.694746 -2.254587 4.097070 -0.7 -0.6 0.8 0.325
H 3.570835 -1.795828 3.302549 0.2 0.1 -0.3 0.267
```
Forces are in eV/Å.

- net charge = 0
- Kohn-Sham gap (Eh) = 0.3558
- SMILES string = C[N+](=O)[O-].C[N+](=O)[O-].COC(=O)OC.COC(=O)OC.CO.CO.CO.CO.CO.CO
- LUMO (eV) = 0.01



Record 2
Below is a 7-piece molecular cluster, C14H42O14 overall, with properties calculated with the ωB97M-V functional and the def2-TZVPD basis.

```
70
Properties=species:S:1:pos:R:3:forces:R:3:nbo_charge:R:1
O -0.263082 -4.035632 -3.180359 -0.1 -0.1 0.2 -0.727
C -0.147411 -2.702908 -3.582236 -0.4 1.9 -0.7 -0.091
C 0.923068 -1.924265 -2.798811 -0.4 -2.1 -0.3 -0.089
O 0.515321 -1.936687 -1.432772 0.1 1.3 0.6 -0.771
H -1.061214 -4.075692 -2.636418 0.2 -0.3 0.2 0.499
H -0.043304 -2.579430 -4.666595 0.7 -0.5 0.0 0.171
H -1.092503 -2.160036 -3.456033 -0.1 -0.1 0.5 0.162
H 1.082000 -0.919167 -3.177396 -0.3 0.2 0.3 0.193
H 1.868214 -2.463944 -2.901739 0.1 0.1 0.0 0.176
H 0.527818 -2.807917 -1.028396 0.1 -0.3 -0.5 0.498
O -3.214847 -2.467517 1.024131 -0.3 0.4 -0.2 -0.758
C -4.470903 -2.386380 0.349438 -0.8 -0.6 0.3 -0.104
C -5.200045 -3.732110 0.266950 -0.5 0.6 -1.8 -0.098
O -4.915862 -4.474359 -0.926832 0.7 -0.3 0.8 -0.730
H -2.732750 -1.627541 0.862468 0.1 -0.4 0.1 0.521
H -5.195802 -1.755703 0.874693 0.4 0.4 0.3 0.167
H -4.374349 -2.001406 -0.667070 0.2 0.0 0.0 0.182
H -6.230422 -3.467756 0.016574 -0.2 0.1 0.7 0.187
H -5.182969 -4.288657 1.205053 0.2 -0.2 -0.1 0.172
H -4.062876 -4.925226 -0.829058 -0.1 0.0 -0.1 0.489
O -3.077026 -6.937703 -0.034763 0.2 0.3 -0.1 -0.719
C -2.438188 -6.200549 1.014005 0.2 -0.7 -0.6 -0.097
C -1.409978 -5.202874 0.501394 -0.2 0.5 0.1 -0.101
O -1.925683 -4.264129 -0.448465 -0.1 -0.3 0.7 -0.790
H -2.380766 -7.437023 -0.477544 -0.2 0.0 -0.1 0.463
H -3.248656 -5.728656 1.567654 0.2 0.0 0.1 0.183
H -1.902964 -6.946982 1.612214 -0.1 0.4 0.6 0.168
H -0.560074 -5.745209 0.082381 0.0 0.1 -0.3 0.172
H -1.038872 -4.627692 1.357285 0.1 -0.2 0.2 0.174
H -2.426171 -3.614230 0.130600 0.5 -0.2 -0.7 0.500
O 4.516150 0.480366 -2.628738 -0.4 -0.1 0.3 -0.729
C 3.709020 0.781352 -1.460893 2.9 -1.2 -0.1 -0.096
C 3.258161 2.189322 -1.575542 -2.1 0.2 1.5 -0.104
O 4.352837 3.047491 -1.778271 1.1 -0.5 -0.7 -0.742
H 5.122004 1.228658 -2.702207 0.0 -0.1 -0.1 0.474
H 3.040765 -0.068045 -1.324323 -0.9 0.7 -0.4 0.206
H 4.365536 0.646368 -0.581770 0.0 0.4 -0.1 0.158
H 2.821469 2.474376 -0.604910 -0.4 -0.2 -0.3 0.178
H 2.466593 2.198297 -2.334832 0.3 0.6 -0.2 0.176
H 4.138108 3.969375 -1.642615 -0.3 -0.1 0.0 0.476
O 1.761471 1.080766 3.827889 -0.7 -0.4 0.4 -0.724
C 0.552424 1.787214 4.173260 1.2 0.2 0.2 -0.094
C 0.505720 2.967055 3.230460 -1.9 1.0 0.6 -0.097
O 1.401434 4.036783 3.536525 0.4 -1.1 -0.6 -0.723
H 1.793066 0.317343 4.416315 0.3 0.0 -0.2 0.465
H -0.340640 1.154899 4.151677 0.0 0.0 -0.7 0.166
H 0.601764 2.089452 5.225619 0.2 0.4 -0.1 0.172
H -0.476238 3.457118 3.324777 -0.2 -0.5 0.1 0.161
H 0.521890 2.627250 2.192672 0.6 0.0 0.0 0.178
H 1.858240 4.191925 2.700275 0.1 0.5 0.2 0.488
O 1.911317 7.710880 0.711875 0.2 -0.1 0.7 -0.701
C 1.851639 6.622203 -0.175141 0.8 0.6 -1.2 -0.076
C 2.954679 5.587097 -0.109505 -0.1 -0.6 0.5 -0.082
O 2.751664 4.817930 1.062321 0.2 -0.3 0.5 -0.751
H 2.822084 8.017510 0.783682 -0.1 0.0 0.0 0.465
H 0.888531 6.137797 -0.013499 0.0 0.0 -0.2 0.188
H 1.960018 7.039352 -1.191782 -0.6 -0.3 -0.1 0.159
H 3.977356 5.980253 -0.173141 -0.2 0.4 0.3 0.171
H 2.861862 4.920222 -0.975722 -0.4 0.2 -0.1 0.149
H 3.552391 4.382601 1.374571 0.1 0.1 -0.3 0.487
O -0.040125 2.585744 -0.724481 0.6 0.1 0.5 -0.738
C -1.115327 1.738020 -0.318294 0.5 -0.4 -1.1 -0.093
C -0.620863 0.587437 0.560624 -0.5 0.1 1.3 -0.091
O -1.253599 -0.673119 0.346574 0.3 0.4 -0.7 -0.774
H -0.267405 3.513628 -0.650783 -0.2 0.0 0.1 0.475
H -1.879241 2.292830 0.224496 -0.2 0.0 -0.3 0.173
H -1.450650 1.315002 -1.271733 -0.8 -0.1 0.4 0.175
H -0.927348 0.826372 1.581672 0.4 0.1 0.1 0.169
H 0.465132 0.488693 0.542955 0.0 0.1 -0.2 0.193
H -0.731589 -1.110402 -0.350416 -0.2 -0.2 -0.1 0.512
```
Forces are in eV/Å.

- net charge = 0
- ΔE to the lowest compared entry with this formula, charge and spin (kcal/mol) = 29.88
- Kohn-Sham gap (Eh) = 0.3753
- SMILES string = OCCO.OCCO.OCCO.OCCO.OCCO.OCCO.OCCO
- LUMO (eV) = 0.32



Record 3
Below is a 7-piece molecular cluster, C14H42O14 overall, with properties calculated with the ωB97M-V functional and the def2-TZVPD basis.

```
70
Properties=species:S:1:pos:R:3:forces:R:3:nbo_charge:R:1
C -2.068507 -4.978747 -2.742275 -0.2 -2.3 3.9 -0.082
C -0.913157 -4.693397 -1.794275 0.5 -1.9 -0.6 -0.070
O 0.159543 -4.400067 -2.617605 1.7 1.5 -1.6 -0.744
O -2.573417 -3.856377 -3.239405 -1.0 2.7 -2.3 -0.693
H -2.864097 -5.353597 -2.098365 -0.2 -0.2 0.3 0.181
H -1.878287 -5.864287 -3.348695 0.5 0.4 -0.9 0.168
H -0.581387 -5.652207 -1.395875 -0.7 -0.1 1.0 0.139
H -1.058567 -3.920417 -1.039655 -0.4 -0.2 0.0 0.161
H 0.987483 -4.390757 -2.131765 -0.1 0.0 0.0 0.469
H -1.916497 -3.412707 -3.780905 0.1 0.1 -0.2 0.470
C -0.595797 -1.442787 5.702595 0.2 2.3 -0.1 -0.087
C -0.453377 -0.073967 4.933495 0.3 -0.9 -0.8 -0.076
O -0.107907 1.096973 5.633535 0.2 0.0 1.0 -0.709
O -1.855877 -1.425207 6.342855 -0.3 -0.7 -0.3 -0.707
H 0.156133 -1.608107 6.474205 0.4 0.3 -0.2 0.182
H -0.484117 -2.232507 4.959645 -0.2 -0.1 -0.1 0.160
H -1.381097 0.146003 4.405245 -0.5 -0.6 0.1 0.162
H 0.290003 -0.165567 4.141605 0.2 -0.7 -0.2 0.147
H 0.159473 1.704773 4.940225 0.0 0.3 0.3 0.461
H -2.235157 -2.287487 6.157845 -0.4 0.1 0.3 0.466
C -2.355237 -4.214097 2.185995 -0.9 0.5 -0.9 -0.087
C -1.937817 -5.614547 1.765105 2.1 0.5 -0.6 -0.096
O -2.214077 -5.856207 0.398395 -1.1 0.0 0.2 -0.728
O -1.916787 -3.108437 1.289855 -0.3 -1.9 1.3 -0.763
H -1.993257 -4.017987 3.195255 0.0 0.2 -0.2 0.189
H -3.443827 -4.160887 2.170275 -0.1 0.0 0.3 0.183
H -2.261457 -6.408807 2.437795 -0.6 0.2 0.1 0.188
H -0.848917 -5.628917 1.811885 0.4 0.0 0.5 0.160
H -1.554057 -6.467357 0.063035 -0.1 0.0 0.0 0.479
H -2.381407 -3.296577 0.471115 0.0 0.1 -0.3 0.492
C -1.590957 4.073853 1.237045 0.0 2.0 -2.2 -0.079
C -1.005677 5.255293 0.311675 -0.4 -2.1 1.3 -0.084
O 0.411513 4.949453 0.122065 -0.8 0.6 -0.5 -0.759
O -1.175077 4.370063 2.527745 1.1 -0.3 0.8 -0.758
H -1.147137 3.177123 0.804615 0.3 -0.3 0.5 0.159
H -2.653987 3.975273 1.017135 -0.3 0.2 0.7 0.180
H -1.209347 6.200133 0.815545 0.5 0.1 0.1 0.184
H -1.565477 5.278953 -0.623285 0.7 -0.2 -0.3 0.186
H 0.840153 5.057533 0.974235 -0.2 0.2 0.3 0.473
H -1.777417 4.441203 3.271875 -0.6 -0.3 -0.6 0.505
C 0.951913 2.382913 -4.015395 -1.6 0.0 -1.6 -0.086
C 1.116473 2.420573 -5.545795 1.0 -0.1 0.0 -0.096
O 1.535323 3.692913 -5.993365 1.0 0.4 0.0 -0.737
O -0.400837 2.662733 -3.725355 -0.7 0.0 1.0 -0.724
H 1.591413 3.140763 -3.562835 0.4 -0.1 0.0 0.151
H 1.099313 1.373353 -3.631775 0.4 0.1 0.1 0.177
H 0.290173 2.073363 -6.166085 -0.6 -0.1 0.7 0.193
H 1.906793 1.712333 -5.794605 0.4 0.3 -0.2 0.181
H 0.875373 4.371373 -6.153875 -0.5 -0.5 0.1 0.480
H -0.714027 3.429733 -4.210335 0.1 0.1 -0.1 0.467
C 0.068483 -1.199677 0.158025 0.7 -0.1 0.2 -0.084
C 0.698953 0.190083 -0.169725 -4.3 0.1 0.8 -0.090
O 1.979903 0.314063 0.222225 4.0 0.1 0.1 -0.758
O 0.223633 -1.586697 1.530935 1.2 1.7 -0.3 -0.770
H 0.666903 -1.909617 -0.412915 -0.2 -0.2 -0.4 0.164
H -0.971597 -1.221937 -0.167325 0.0 0.0 0.0 0.192
H 0.196323 0.994553 0.367195 -0.9 -0.1 0.3 0.158
H 0.495543 0.501653 -1.194255 0.6 -0.6 -0.4 0.194
H 2.010383 0.288213 1.181395 0.0 -0.3 0.2 0.508
H -0.511797 -2.093127 1.883465 -0.5 0.0 -0.8 0.515
C 3.974643 4.182273 -1.520075 1.8 0.3 3.5 -0.139
C 3.181503 3.049033 -0.818345 0.4 0.3 -2.6 -0.156
O 3.827423 1.823983 -0.926365 1.0 2.7 -0.4 -0.412
O 5.335473 4.160273 -0.984445 -1.2 -0.6 -1.1 -0.518
H 3.696893 5.170563 -1.153675 -1.0 0.0 -0.4 0.252
H 4.077803 4.220293 -2.604515 -0.5 -0.5 -0.4 0.283
H 2.145043 3.074183 -1.154815 -0.7 -0.7 -0.6 0.297
H 2.879883 3.265683 0.206445 0.4 0.4 1.0 0.319
H 3.309533 1.100433 -0.565985 -1.6 -1.4 0.9 0.540
H 5.458013 3.221133 -0.827615 1.0 -0.4 0.2 0.478
```
Forces are in eV/Å.

- net charge = +1
- ΔE to the lowest compared entry with this formula, charge and spin (kcal/mol) = 50.01
- spin multiplicity = 2
- Kohn-Sham gap (spin up / spin down) (Eh) = 0.3419 / 0.0924
- expectation value of S² = 0.76
- LUMO (spin up / spin down) (eV) = -2.65 / -9.44



| no. | total energy (eV) |
| --- | --- |
| 1 | -50929.167 |
| 2 | -43859.800 |
| 3 | -43847.922 |